DFT (ωB97M-V/def2-TZVPD) results for C29H52Cl2N3O3P2Si4Ta as an isolated structure at a distorted geometry.

Calculated values
LUMO energy = -2.014 eV

```
! RIJCOSX wB97M-V def2-TZVPD def2/J DEFGRID3
* xyz 0 1
Ta -0.43266 0.09090 0.02216
O 5.87513 -0.83874 -0.62480
C 6.14820 -1.87814 -1.55559
O 5.09364 1.10098 -2.46065
C 4.68605 1.13971 -3.78780
H 6.17403 -1.46392 -2.57003
H 5.30683 -2.57808 -1.53395
H 7.11274 -2.35142 -1.25805
H 5.34575 1.66749 -4.46640
H 3.68465 1.61671 -3.82560
H 4.57698 -0.00502 -4.04839
C 6.58370 0.36739 -0.80936
C 6.48522 0.99225 -2.19458
H 7.63861 0.16297 -0.58524
H 6.13174 1.08965 -0.10584
H 7.01767 0.42480 -2.96881
H 6.91539 2.00169 -2.13669
Cl 1.31612 1.38533 -1.74185
Cl 4.55316 -1.64682 -4.02656
N -1.76036 1.58903 -0.37270
P 1.09936 1.46365 1.43817
P -0.61603 -0.96135 -2.31814
C -2.15793 -0.13896 -2.80310
C -0.99477 -2.59476 -1.74664
C -0.31311 2.43885 2.12663
C 1.87698 0.38407 2.65581
Si 1.44527 -1.39363 2.22466
H 1.55271 0.67401 3.68017
H 2.98819 0.50976 2.57891
C 0.39940 -1.99795 3.66780
C 3.12527 -2.26723 2.15976
Si 0.06088 -3.02276 -0.13736
H -0.73265 -3.27918 -2.58516
H -2.08056 -2.70982 -1.53479
C 1.52777 -4.07510 -0.70437
C -1.11781 -4.07395 0.91513
Si -2.95049 1.04807 -1.52379
H -2.84079 -0.96482 -3.07194
H -1.93475 0.43609 -3.71820
C -4.32858 0.01086 -0.69018
C -3.76557 2.53881 -2.31765
Si -1.68518 2.80974 0.84181
H 0.14388 3.42907 2.33081
H -0.69504 1.97796 3.06568
C 0.44363 -1.14705 -3.75368
C 1.13227 -2.33657 -4.05799
H 1.20696 -3.16295 -3.34422
C 1.73618 -2.48333 -5.30343
H 2.30480 -3.39465 -5.53505
C 1.66078 -1.46165 -6.26000
H 2.10095 -1.59971 -7.24834
C 1.03118 -0.25571 -5.93628
H 0.99109 0.56588 -6.65283
C 0.49311 -0.08158 -4.66992
H 0.10376 0.89034 -4.36925
C 2.43084 2.67569 1.20177
C 2.56726 3.29663 -0.04983
H 2.17504 2.74904 -0.99379
C 3.10274 4.57732 -0.15054
H 3.01623 5.10592 -1.10605
C 3.72385 5.13369 0.98262
H 4.12325 6.14717 0.91064
C 3.81362 4.37334 2.15308
H 4.36695 4.76683 2.99243
C 3.17187 3.15391 2.27986
H 3.18631 2.60248 3.20938
H -3.01431 3.11032 -2.87423
H -4.24359 3.20499 -1.58306
H -4.54593 2.23421 -3.03322
H -4.03385 -1.04926 -0.64043
H -5.27535 0.02924 -1.25699
H -4.55887 0.39064 0.31360
C -1.23607 4.43586 -0.00219
C -3.35675 2.92816 1.73780
H -0.41661 4.24199 -0.70498
H -0.88124 5.19282 0.71672
H -2.07770 4.87597 -0.55865
H -3.59531 2.05570 2.38001
H -4.21969 3.08955 1.06633
H -3.27505 3.80384 2.41013
H 3.93609 -1.53957 1.95883
H 3.22081 -3.04330 1.38377
H 3.33240 -2.73977 3.13085
H -0.67643 -1.80816 3.52480
H 0.71378 -1.46316 4.58295
H 0.55278 -3.07162 3.83795
H 1.13336 -4.97780 -1.20264
H 2.14489 -4.42027 0.14291
H 2.19431 -3.55544 -1.41869
H -1.90526 -3.44248 1.36192
H -0.56010 -4.58312 1.71839
H -1.60787 -4.83603 0.27932
N 0.60835 -1.64312 0.69618
O -3.27126 -0.57306 3.32277
C -2.63935 -0.61988 2.29084
N -1.98472 -0.58369 1.26971
*
```

Charges obtained by Löwdin population analysis, quoted in units of e: Ta 1.32; O -0.22; C -0.19; O -0.23; C -0.26; H -0.04; H 0.05; H 0.09; H 0.06; H 0.05; H -0.20; C -0.22; C -0.22; H 0.12; H 0.12; H 0.12; H 0.12; Cl 0.18; Cl 0.05; N -0.41; P 0.80; P 0.75; C -0.36; C -0.39; C -0.35; C -0.39; Si 0.34; H 0.07; H 0.07; C -0.16; C -0.14; Si 0.32; H 0.06; H 0.06; C -0.17; C -0.17; Si 0.34; H 0.07; H 0.05; C -0.18; C -0.17; Si 0.31; H 0.06; H 0.07; C -0.36; C -0.10; H 0.08; C -0.13; H 0.11; C -0.06; H 0.11; C -0.06; H 0.11; C -0.13; H 0.08; C -0.36; C -0.16; H -0.10; C -0.06; H 0.11; C -0.07; H 0.11; C -0.08; H 0.10; C -0.10; H 0.10; H 0.04; H 0.03; H 0.04; H 0.02; H 0.04; H 0.02; C -0.16; C -0.16; H 0.03; H 0.04; H 0.04; H 0.03; H 0.03; H 0.04; H 0.04; H 0.02; H 0.04; H 0.01; H 0.04; H 0.04; H 0.04; H 0.02; H 0.04; H 0.02; H 0.03; H 0.04; N -0.38; O 0.09; C -0.44; N -0.03